(1)
Formula: C31H72BN3O12P
Source: OMol25
Level of theory: ωB97M-V/def2-TZVPD

```
120
Properties=species:S:1:pos:R:3:forces:R:3
P -0.020045 1.000439 -1.169306 0.62 0.34 0.13
O 5.628940 4.023013 -5.581293 0.14 0.07 0.12
O 3.640878 -5.798300 4.002328 -0.22 -0.24 0.00
O -0.609151 5.640177 1.120693 0.15 -0.25 -0.03
O -3.889780 -0.309502 5.478925 0.16 -0.16 -0.25
O 1.876765 4.895893 -3.816471 -0.15 0.07 0.18
O -3.901314 2.199868 7.666610 -0.18 -0.28 -0.08
O -1.644150 -5.210723 -2.205683 0.35 0.68 0.38
O 0.280741 2.160172 -5.501898 -0.05 -0.44 0.46
O -0.046728 -1.712448 0.346819 -0.77 0.06 0.24
O -0.406852 -1.884746 3.223467 -1.73 0.60 -0.66
O -2.021345 -1.244499 1.387778 1.05 0.00 -1.14
O 3.297028 -6.176486 -0.909772 0.25 0.10 -0.19
N -2.976561 -2.909939 -6.176569 0.37 0.35 0.72
N -2.943448 -0.834880 -3.700782 -0.12 -0.49 1.46
N 0.094578 -4.770351 -0.707602 -1.75 0.25 0.07
C -3.285784 -1.117011 6.485062 -0.47 0.13 0.21
C -0.253118 0.927168 -4.976932 -0.59 1.08 -0.46
C 7.053898 4.504948 -7.477423 0.02 0.08 -0.03
C -3.982746 3.213112 9.863045 -0.07 0.02 0.06
C -3.794590 1.937474 9.065277 0.22 0.38 -0.03
C -1.283678 -4.775202 -1.137420 -0.10 -0.19 0.15
C -2.830495 -2.115190 -1.581614 0.29 1.44 -1.68
C -2.338236 -4.223690 -0.122419 -0.07 -0.66 0.71
C 1.766989 3.088836 -1.317575 -1.16 0.34 0.13
C -1.485838 0.453111 3.319122 0.34 -0.74 -0.49
C 4.990270 -6.246532 4.103657 0.04 0.46 -0.09
C 3.120233 -7.981667 0.679964 0.05 -0.12 0.03
C -1.175561 5.808310 2.418787 -0.28 0.18 -0.24
C -1.803723 -1.193232 -1.131546 -1.42 0.48 -0.71
C 3.197390 6.566129 -4.965106 0.03 0.11 0.07
C -1.214749 -1.413332 0.300925 0.56 -0.08 -0.74
C -2.668220 -1.443342 -6.108748 -0.15 -0.96 0.35
C -3.367780 -1.886632 -2.913211 1.45 0.32 1.93
C -3.411168 -3.301643 -0.774481 0.16 0.10 -0.71
C 3.213417 5.283995 -4.157326 -0.25 0.02 -0.48
C -4.281743 -2.134244 7.008377 0.06 -0.13 0.02
C -3.593548 -0.766908 -5.035672 -0.26 0.00 -1.22
C -1.333684 -0.049129 -1.971009 -2.41 -1.75 -0.38
C -1.600373 1.255733 -4.196948 0.09 -0.75 -0.81
C 5.830873 -5.211024 4.825686 0.09 -0.03 0.07
C 6.986240 4.114490 -6.013579 -0.13 -0.21 -0.34
C 0.703808 2.334904 -2.243338 0.84 1.13 0.19
C -0.985761 1.970174 0.157024 0.20 -0.88 -0.24
C -2.663802 5.515659 2.393549 -0.03 -0.06 0.04
C -1.982267 0.081792 -3.272292 0.25 0.02 0.98
C 4.026009 -6.945472 0.042077 -0.46 0.07 0.16
B -1.276042 -0.968277 2.601222 0.66 0.65 1.64
H -4.545636 -1.353583 -4.982711 0.84 0.52 0.07
H 7.481379 4.863474 -5.395619 -0.16 -0.04 0.09
H 1.169489 3.608881 -0.522712 0.80 -0.42 -0.40
H -5.155890 -1.634744 7.433465 0.08 0.01 0.08
H -1.604240 -1.371258 -5.784231 -0.78 0.49 -0.43
H -3.543608 -3.189998 -5.373840 0.07 0.04 -0.40
H 4.992921 -7.189434 4.650415 -0.20 0.03 -0.05
H -4.167346 -2.909004 -0.054358 0.78 -0.34 -0.23
H -1.055544 6.252884 0.526958 0.07 0.01 0.02
H 2.242303 3.905264 -1.923658 -0.34 -1.13 0.60
H 4.440787 -6.270553 0.799067 0.13 -0.13 0.07
H 2.489993 2.390445 -0.845762 -0.37 0.51 -0.40
H 2.573279 -5.746617 -0.442538 -0.08 -0.11 -0.10
H 2.717458 7.368238 -4.400555 0.07 -0.03 0.03
H 6.556275 5.462729 -7.640804 0.08 0.00 0.05
H -0.495501 1.673395 1.116777 -0.46 0.61 -0.76
H -0.436702 2.799945 -5.593886 0.13 -0.18 -0.07
H -3.177865 6.186283 1.699963 0.00 0.07 0.10
H -3.103179 5.635126 3.385528 -0.04 0.01 -0.05
H -2.812515 -1.044572 -7.136799 0.11 0.16 0.88
H -3.909665 3.018863 10.934553 0.02 0.05 -0.02
H 2.277662 -7.500872 1.183893 0.10 0.01 0.11
H 3.682664 4.477174 -4.721454 0.07 0.18 0.17
H -1.816958 -3.782241 0.759592 -0.54 -0.10 -0.73
H 6.539492 3.766758 -8.098550 0.11 -0.05 0.00
H -4.640567 -2.770754 6.197086 0.08 0.00 0.02
H -2.033425 1.592130 0.174526 0.62 0.55 0.04
H -2.110007 0.237828 4.223527 0.27 0.36 -0.68
H 4.853127 -7.428769 -0.478139 -0.06 0.14 -0.11
H -0.005680 3.143617 -2.550967 0.53 -0.82 -0.05
H 1.309440 1.961930 -3.105391 -0.95 0.13 0.59
H -0.894127 -2.652466 3.557160 0.40 -0.15 -0.25
H 3.769267 5.424089 -3.229377 -0.15 -0.10 0.05
H -2.346363 1.450947 -5.010657 0.41 -0.36 0.90
H -3.911799 0.268173 -5.301888 0.55 -0.76 0.41
H -2.813602 1.494650 9.267547 -0.06 -0.07 0.15
H -3.227825 3.954809 9.589308 0.06 -0.06 0.08
H 4.210619 6.875753 -5.225412 -0.04 -0.02 -0.05
H -0.663376 5.123752 3.095283 0.11 0.01 -0.14
H -4.957538 3.655729 9.651063 0.00 -0.09 0.04
H 3.667160 -8.583403 1.408510 -0.07 0.02 0.03
H 8.089157 4.584220 -7.813679 -0.04 -0.02 -0.04
H -3.982443 -3.933424 -1.500649 0.49 0.50 0.55
H -2.847089 4.495921 2.047703 0.04 0.00 0.08
H 2.622966 6.435209 -5.886531 0.11 -0.04 -0.04
H -0.911075 3.063532 -0.024088 -0.21 -0.72 0.23
H -0.474798 0.302417 -5.878829 0.17 0.11 1.05
H 0.510921 0.455201 -4.323408 -0.53 0.29 -0.50
H 1.394950 4.765323 -4.639162 0.10 -0.03 0.00
H 3.646738 -4.970484 3.510993 0.01 -0.02 0.05
H 0.562838 -4.010518 -1.202613 0.29 -0.35 0.15
H 5.196565 3.353694 -6.122651 0.05 0.02 0.00
H -2.929964 -0.468217 7.291403 0.10 -0.10 0.03
H 5.431988 -5.024668 5.824355 0.02 -0.09 -0.02
H -4.642963 0.137848 5.880935 0.14 0.15 0.02
H -1.537136 2.217036 -3.639210 0.28 -0.97 -0.10
H -2.888380 -5.116188 0.281126 0.46 0.69 -0.36
H -1.959570 1.213174 2.663430 0.19 -0.45 0.70
H 5.812964 -4.257578 4.290856 0.09 -0.05 -0.06
H -3.830506 -2.764529 7.777083 -0.07 0.01 0.01
H -4.562251 1.208039 9.325797 0.01 -0.01 -0.17
H -0.491654 0.800913 3.688486 -0.71 -0.13 -0.24
H -2.106355 -3.426604 -6.038423 -0.31 0.02 -0.30
H 2.702201 -8.643307 -0.080825 0.11 0.01 -0.01
H -2.423424 -1.619792 6.042727 -0.02 0.13 -0.11
H 6.867133 -5.541932 4.916326 0.00 0.07 -0.01
H 0.078659 -4.591591 0.298508 0.47 0.34 -0.44
H 5.377148 -6.431100 3.095886 0.15 -0.11 0.07
H -0.986907 6.832117 2.755609 -0.02 -0.06 0.16
H -4.158688 -2.566661 -3.291462 0.73 0.78 0.12
H -3.216729 2.836431 7.437352 -0.04 -0.03 -0.03
H 7.475570 3.149928 -5.846339 0.15 0.08 0.01
```
Positions in Å, forces in eV/Å.

energy: -2657.4475 Eh
HOMO level: -10.9074 eV
net charge: +1
multiplicity: 1


(2)
Formula: C19H34BBrClN11O11
Source: OMol25
Level of theory: ωB97M-V/def2-TZVPD

```
78
Properties=species:S:1:pos:R:3:forces:R:3
Br -2.920367 -1.303685 -1.216968 0.24 0.07 0.21
Cl 0.941014 2.749929 -3.483790 0.01 0.10 0.10
O 1.022726 1.528361 -6.272309 0.01 -1.12 0.00
O 2.237550 1.236763 6.960784 0.06 -0.11 0.03
O -0.050630 -2.909949 -5.631468 0.78 0.97 -0.03
O -1.281855 -3.814601 -2.980531 0.03 0.06 0.96
O -2.619994 7.043154 -5.022505 0.02 -0.03 0.02
O -1.786542 -1.250284 1.289687 -0.32 0.04 0.17
O 0.888461 -3.911468 -2.054082 -0.19 0.25 -0.23
O 2.475530 0.438660 -0.038449 0.31 0.38 -0.21
O -2.388055 -6.595758 -1.609156 0.13 0.15 -0.03
O 1.090578 2.726381 2.166512 -0.08 0.07 0.09
O -2.607334 1.325150 4.328980 -0.60 -0.11 0.13
N 4.498917 1.197712 7.154838 -0.04 0.02 -0.08
N -4.642238 -6.751400 -1.443796 0.01 -0.01 -0.08
N 0.740881 -0.813626 -6.330974 0.51 0.39 -0.30
N -2.137256 5.348530 -3.591352 -0.10 -0.04 0.12
N -3.893107 0.653306 2.590994 0.03 0.12 -0.04
N -0.631419 5.966207 -5.216785 0.09 0.08 -0.07
N -4.861192 1.540968 4.489628 0.07 0.01 0.07
N -3.317998 -6.842508 0.443887 0.08 0.00 0.02
N -0.177596 1.472820 3.577121 0.91 0.13 -0.63
N 1.994264 1.993597 4.118149 0.09 -0.15 -0.03
N 3.158287 0.396386 8.850730 -0.09 -0.02 0.04
C 0.418595 0.574514 -1.929947 -0.13 1.62 1.64
C 0.577918 0.222563 -4.256136 -0.02 0.28 -1.26
C -0.041968 -1.279239 -0.327497 -0.78 0.11 -0.30
C 0.101852 -1.617331 -2.803267 -0.79 -2.03 0.56
C 0.623046 1.063050 -3.197263 0.08 1.00 -0.42
C 0.518267 1.560003 -0.774466 0.50 -0.71 -0.13
C 0.305233 -1.781768 -5.386928 -0.41 -0.82 0.83
C 3.792946 -1.060270 -1.474012 0.08 -0.18 -0.05
C 2.003831 1.722547 -0.417773 -0.58 0.44 -0.68
C -3.714723 1.181816 3.834344 -0.20 -0.03 0.00
C 0.308782 -1.103589 -4.032614 0.05 0.10 -2.17
C -3.383567 -6.721396 -0.915624 -0.11 0.03 0.05
C 0.804877 0.471403 -5.734049 -0.03 0.48 1.11
C 3.769332 0.127163 -0.512604 0.54 -0.60 0.38
C 0.157651 -0.760396 -1.719708 0.25 -0.34 0.17
C -1.850986 6.180808 -4.637920 0.04 -0.03 0.00
C 0.977240 2.102592 3.219312 -0.29 -0.29 0.23
C 3.233886 0.961465 7.612037 0.05 -0.02 0.05
C -1.496004 -1.266638 0.146128 0.43 0.01 0.05
B -0.150283 -3.182072 -2.613934 0.49 -0.01 -0.37
H 1.921704 1.486944 4.989278 0.03 0.24 0.03
H 0.090693 2.504654 -1.087153 -0.09 0.18 0.31
H 2.915109 -1.114013 -2.118625 -0.10 0.20 0.02
H -3.071990 0.377466 2.085783 -0.02 -0.22 -0.01
H 3.881601 -1.996784 -0.923078 -0.21 -0.07 0.02
H -4.787537 0.527431 2.157746 -0.02 0.02 0.04
H 0.011483 1.163329 0.096588 -0.27 0.36 0.14
H 4.666644 -1.015001 -2.123728 0.08 0.09 -0.01
H -4.722499 -6.663807 -2.439532 0.02 0.01 -0.01
H 3.959076 0.162389 9.404916 0.02 0.02 -0.02
H 2.489725 2.074830 -1.331975 0.32 -0.19 -0.01
H -1.277846 -4.662121 -2.503931 -0.42 -0.40 -0.47
H 4.589802 1.613819 6.247683 0.01 0.01 0.00
H 5.327034 0.979478 7.674307 -0.01 -0.01 0.02
H 0.279525 -2.316612 -0.229231 0.05 -0.05 -0.03
H -0.288664 0.966227 4.434670 -0.14 0.13 0.00
H 2.242315 0.211382 9.214434 -0.01 0.01 -0.01
H 4.288988 0.974934 -0.959771 -0.35 0.27 -0.05
H -4.760407 1.933350 5.406382 0.02 0.01 0.00
H 0.505011 -0.680299 0.388859 0.12 -0.18 0.21
H 1.686124 -3.380331 -2.139901 0.22 -0.15 0.36
H -2.406791 -6.824522 0.861457 0.01 0.00 -0.01
H -0.379393 6.553714 -5.988439 -0.02 0.00 -0.01
H 2.146610 2.491401 0.344703 -0.05 -0.41 0.14
H 2.855394 2.449040 3.885649 -0.03 0.06 -0.03
H 1.644731 -1.014821 -6.746507 -0.45 -0.35 -0.80
H -3.021734 5.470921 -3.136573 -0.01 0.02 -0.01
H 0.010218 5.260232 -4.910256 -0.03 -0.06 -0.02
H -5.473575 -6.853586 -0.894743 0.01 0.00 0.03
H 4.365180 -0.157677 0.359200 0.08 0.11 0.04
H -4.121700 -6.946469 1.032423 -0.02 0.00 -0.02
H -1.513854 4.634563 -3.264649 0.03 -0.01 -0.04
H -0.960777 1.537017 2.953338 0.06 0.09 0.34
H -5.778747 1.433054 4.103451 0.01 -0.01 -0.04
```
Positions in Å, forces in eV/Å.

SMILES: CCOCCc1c(Cl)c2c(c(B(O)O)c1CC(=O)Br)C(=O)NC2=O.NC(N)=O.NC(N)=O.NC(N)=O.NC(N)=O.NC(N)=O
energy: -5233.7678 Eh
HOMO level: -9.1201 eV
multiplicity: 1


(3)
Formula: C32H40N4O9P2SSc
Source: OMol25
Level of theory: ωB97M-V/def2-TZVPD

```
89
Properties=species:S:1:pos:R:3:forces:R:3
Sc 0.518963 -1.190137 0.972836 0.17 0.38 -0.36
S 2.930482 -0.190368 1.118042 0.01 -0.02 0.06
P -2.848874 -0.609049 2.307927 -0.01 0.05 0.06
P -0.619082 -2.351094 3.955910 0.05 0.02 0.02
O -1.244499 -3.781798 3.616173 -0.01 0.00 0.02
O 0.355964 0.635658 2.377121 -0.07 -0.01 0.02
O -2.340484 0.969719 2.329323 -0.03 -0.06 0.01
O 0.319822 1.316497 4.476207 0.06 0.03 0.01
O -5.255487 2.926976 -2.553051 0.00 0.00 0.00
O -2.412704 -2.490867 1.574041 0.02 -0.01 -0.01
O 0.352109 -2.010479 2.818134 -0.07 -0.17 0.08
O -0.094018 -2.298119 5.339750 -0.01 -0.01 0.00
O -1.750832 -1.214946 1.207849 -0.02 -0.03 -0.04
N -1.736354 -0.083502 4.824595 0.02 -0.03 0.01
N -3.303681 3.433847 -3.577310 0.00 0.01 0.01
N -3.388154 1.924251 -1.760983 0.00 -0.01 -0.01
N -0.277642 0.754649 -0.270342 0.01 0.04 0.05
C -0.036788 3.527442 -5.296164 0.00 0.00 0.00
C 0.945614 1.097250 3.372216 0.08 -0.02 -0.03
C 2.816916 2.367510 4.328931 0.00 0.01 0.00
C -0.261550 -2.656818 -0.993319 0.01 -0.03 -0.01
C 3.224441 -1.510340 -1.635401 0.01 0.00 0.00
C 1.527729 1.732102 -6.138802 0.00 0.00 -0.01
C 0.005876 3.057828 -0.797497 0.01 -0.01 0.00
C 0.238868 2.182084 -5.507243 0.00 0.00 0.00
C 4.592364 1.441819 2.443107 0.01 0.01 0.01
C 2.374156 1.475880 3.343553 -0.03 -0.01 0.00
C -3.260431 -1.990803 4.627403 -0.01 -0.01 0.00
C -2.125159 2.985525 -4.229642 0.00 -0.01 0.02
C -2.048621 1.976830 -1.313686 -0.01 0.02 -0.01
C -2.111856 -1.229050 3.947036 0.01 0.00 -0.02
C 4.120056 2.810610 4.364067 0.00 0.00 0.00
C 0.440853 -3.439117 -0.044044 -0.04 -0.12 0.07
C -1.200564 3.928401 -4.656817 0.01 0.00 0.00
C 3.263369 0.977440 2.377394 0.01 0.01 -0.03
C -1.688209 -2.861987 -1.410293 0.00 0.03 0.00
C -0.101258 -4.609632 0.717668 0.01 -0.03 -0.04
C -4.050472 2.766161 -2.624966 0.00 -0.01 0.00
C -1.495983 0.811289 -0.799672 0.01 -0.02 0.01
C 0.443515 -0.894478 -2.783766 0.00 0.01 0.00
C 0.677441 -1.797467 -1.613968 -0.07 0.01 0.03
C 1.949051 -2.051376 -1.063161 0.04 0.00 0.10
C -0.705364 1.249654 -5.086744 0.00 0.01 -0.01
C -1.877888 1.637948 -4.462805 -0.01 0.00 0.00
C 0.471320 1.861368 -0.282656 -0.02 0.01 -0.03
C 2.890226 -3.692600 0.741100 0.00 0.00 0.00
C 1.803925 -3.054022 -0.072203 -0.03 -0.08 0.05
C 5.011763 2.336053 3.402266 -0.01 0.00 0.00
C -1.282372 3.131722 -1.297353 -0.01 0.00 -0.01
H 1.461097 1.765380 0.144972 0.00 0.00 0.00
H -1.453562 -0.490530 5.717340 -0.01 -0.01 0.00
H 4.080679 -1.734563 -1.002629 0.00 0.00 0.00
H 6.045150 2.663098 3.410037 0.00 0.00 0.00
H 3.179728 -4.662355 0.322390 0.00 0.00 0.00
H 0.920790 -1.297778 -3.684791 -0.01 -0.01 0.00
H -2.924537 -2.437560 5.565740 0.00 0.00 0.00
H 0.678273 4.276260 -5.616727 0.00 0.00 0.00
H -2.034509 -2.055121 -2.060073 0.00 0.00 0.00
H -1.687462 4.066309 -1.659622 0.00 0.00 -0.01
H -3.880752 4.082896 -4.088825 0.00 -0.01 -0.01
H 2.102002 2.704299 5.066479 0.00 0.00 0.00
H -1.787792 -3.791957 -1.979908 0.00 0.00 -0.01
H 4.444179 3.506197 5.127084 0.00 0.00 0.00
H -0.517038 0.194805 -5.245221 0.00 0.00 0.00
H 3.193708 -0.426343 -1.759081 0.00 0.00 -0.01
H 0.641634 3.932237 -0.776169 0.00 0.00 0.00
H -0.620015 0.720116 4.524518 -0.10 0.00 0.03
H -2.544550 0.515645 4.970945 0.01 0.01 -0.01
H 3.774992 -3.058462 0.785896 0.00 0.00 0.00
H -2.354682 -2.917677 -0.550276 0.00 0.00 0.00
H -1.643169 -3.647555 2.724737 0.00 0.00 0.00
H -3.638093 -2.782463 3.983402 0.00 0.00 0.00
H 2.562338 -3.861206 1.768700 0.00 0.00 0.00
H 0.261525 -4.632542 1.744815 0.00 0.00 0.00
H -1.388572 4.978858 -4.468216 0.00 0.00 0.00
H 2.055181 2.566945 -6.599728 0.00 0.00 0.00
H -4.030279 1.422023 -1.165249 0.00 0.00 0.01
H -1.189853 -4.582822 0.745964 0.00 0.00 0.00
H -0.619043 -0.780581 -2.999723 0.00 0.00 0.01
H 3.403373 -1.956567 -2.620640 0.00 -0.01 0.00
H -2.075657 -0.103411 -0.775752 0.00 0.00 0.00
H 2.188933 1.288318 -5.391400 0.00 0.00 0.00
H -4.086499 -1.302551 4.836032 0.00 0.00 0.00
H 0.199890 -5.547659 0.237666 0.00 0.00 0.00
H 1.349291 0.976438 -6.904977 0.00 0.00 0.00
H 0.851449 0.107956 -2.626932 0.01 0.00 -0.01
H -2.597580 0.895401 -4.142452 0.00 0.00 0.00
H 5.291232 1.061671 1.708953 0.00 0.00 0.00
H -1.368299 1.036390 2.421956 0.00 0.02 -0.03
```
Positions in Å, forces in eV/Å.

energy: -3981.6391 Eh
HOMO level: -4.9594 eV
net charge: -1
multiplicity: 1
energy above the lowest of the compared OMol25 structures with the same formula, charge and spin: 124.3 kcal per mole